The following is a quantum chemistry calculation of C3H3O2Sc as an isolated structure in a non-equilibrium geometry, from OMol25.

M (g/mol): 116.01
ΔE to the lowest compared entry with this formula, charge and spin (kcal/mol): 0.0
HOMO-LUMO gap (spin up / spin down) (eV): 8.49 / 8.74
Highest occupied orbital energy (spin up / spin down) (eV): -23.10 / -23.10

The geometry in ORCA input format:
```
! RIJCOSX wB97M-V def2-TZVPD def2/J DEFGRID3
* xyz 3 2
O -0.47 0.05 -0.80
C 0.96 3.13 -1.58
O -1.40 -1.97 -0.16
H 1.30 1.95 0.37
C 0.97 2.31 -0.60
H 1.54 4.05 -1.36
C -0.89 -0.93 -0.30
Sc -1.93 -3.89 1.04
H 0.41 3.04 -2.52
*
```

---

The following is a quantum chemistry calculation of an isolated molecule of C5H11NO3, from OMol25.

M (g/mol): 133.15
ΔE to the lowest compared entry with this formula, charge and spin (kcal/mol): 68.4
SMILES: CCCNOC(=O)OC
HOMO-LUMO gap (eV): 10.51
Highest occupied orbital energy (eV): -9.83

The geometry in ORCA input format:
```
! RIJCOSX wB97M-V def2-TZVPD def2/J DEFGRID3
* xyz 0 1
C 2.45 0.17 -0.06
H 1.22 1.94 0.10
C -3.22 -0.46 -0.24
H 1.39 -1.67 0.50
H -3.37 -0.08 -1.25
C 1.17 0.96 -0.38
H -4.09 -1.06 0.04
H 1.10 1.15 -1.46
H 2.35 -1.82 -0.98
O -1.12 1.17 -0.09
O -1.68 1.55 2.08
O -3.17 0.62 0.70
H -0.20 -0.51 -0.52
N -0.02 0.27 0.10
H 3.18 0.40 -0.84
H 3.13 -1.78 0.59
C -1.96 1.10 1.01
H 2.87 0.53 0.88
C 2.30 -1.36 0.00
H -2.34 -1.09 -0.18
*
```

---

The following is a quantum chemistry calculation of a 9-piece molecular cluster, C10H40N2O9 overall in a non-equilibrium geometry, from OMol25.

M (g/mol): 332.43
ΔE to the lowest compared entry with this formula, charge and spin (kcal/mol): 35.9
SMILES: COC[C@H](C)N.COC[C@H](C)N.CO.CO.O.O.O.O.O
HOMO-LUMO gap (eV): 8.86
Highest occupied orbital energy (eV): -8.88

The geometry in ORCA input format:
```
! RIJCOSX wB97M-V def2-TZVPD def2/J DEFGRID3
* xyz 0 1
H 16.99 13.29 -3.62
C 19.17 22.04 -8.51
H 13.85 11.01 -3.43
O 14.86 18.93 -6.18
C 16.29 12.80 -4.30
H 14.88 19.69 -6.76
H 22.05 17.40 -8.45
H 15.64 14.63 -5.19
O 15.08 12.63 -3.59
C 15.19 17.74 -6.88
H 17.55 19.68 -4.33
H 16.85 22.12 -7.17
N 17.58 14.06 -5.88
H 17.56 21.45 -3.96
O 22.53 18.02 -9.02
H 14.43 13.05 -6.59
H 14.85 17.81 -7.92
C 14.13 11.78 -4.16
C 15.51 13.14 -6.75
H 18.82 16.44 -4.96
H 16.68 11.82 -4.57
O 17.71 18.68 -8.73
H 17.53 22.98 -5.82
H 13.24 12.32 -4.46
H 19.99 21.90 -5.65
H 19.91 16.96 -7.03
H 17.55 14.79 -6.58
N 19.64 20.94 -5.56
H 22.02 16.04 -5.89
H 18.44 17.32 -7.39
H 19.76 20.76 -4.57
H 20.44 19.49 -6.41
O 18.99 16.68 -6.90
H 18.04 14.50 -5.09
C 18.57 18.58 -9.85
H 18.38 19.42 -10.53
H 19.26 17.43 -3.88
H 15.68 13.84 -7.56
H 15.82 12.11 -6.95
O 21.92 15.33 -6.54
H 14.73 16.89 -6.38
O 20.96 18.67 -6.63
C 18.21 20.96 -5.94
H 21.79 19.00 -6.99
H 19.88 21.24 -8.24
O 18.81 22.82 -7.39
C 17.78 22.27 -6.61
H 19.69 22.66 -9.23
H 16.28 20.72 -4.91
H 19.61 18.58 -9.53
C 16.18 13.74 -5.51
C 17.36 20.68 -4.71
H 18.06 20.15 -6.67
O 18.95 16.53 -4.00
H 21.88 18.32 -9.66
H 22.78 15.25 -6.96
H 16.26 17.56 -6.93
H 18.35 17.68 -10.42
H 16.87 19.10 -8.92
H 18.34 21.45 -8.91
H 14.53 11.16 -4.98
*
```

---

The following is a quantum chemistry calculation of an isolated ion of composition C8H10N4O and charge +2 in a non-equilibrium geometry, from OMol25.

M (g/mol): 178.20
ΔE to the lowest compared entry with this formula, charge and spin (kcal/mol): 60.1
SMILES: NC(=[NH2+])[N@@+]1(O)N=Cc2ccccc21
HOMO-LUMO gap (eV): 8.88
Highest occupied orbital energy (eV): -17.33

The geometry in ORCA input format:
```
! RIJCOSX wB97M-V def2-TZVPD def2/J DEFGRID3
* xyz 2 1
H -3.02 0.13 -1.08
C 1.52 2.46 0.23
C -1.25 -1.44 0.60
H -1.44 -3.38 0.13
H -2.14 -2.52 -1.00
C 2.44 1.99 -0.72
H -0.93 -2.53 2.34
C 1.17 0.01 -1.30
N -1.29 -0.06 -0.03
H 1.45 3.39 0.87
H 3.37 2.57 -0.78
H -0.95 2.71 1.62
N -1.73 0.90 0.93
H -0.66 -0.92 2.40
C 0.37 1.69 0.25
C 2.34 0.83 -1.40
C -0.88 1.86 1.05
H 1.39 -0.82 -1.93
N -1.52 -2.47 -0.19
N -1.00 -1.66 1.87
H 3.20 0.60 -2.17
C 0.28 0.44 -0.44
O -2.03 -0.14 -1.14
*
```

---

The following is a quantum chemistry calculation of a 2-piece molecular cluster, C2H3Cl3OSi overall in a non-equilibrium geometry, from OMol25.

M (g/mol): 177.49
ΔE to the lowest compared entry with this formula, charge and spin (kcal/mol): 108.6
HOMO-LUMO gap (eV): 11.07
Highest occupied orbital energy (eV): -10.82

The geometry in ORCA input format:
```
! RIJCOSX wB97M-V def2-TZVPD def2/J DEFGRID3
* xyz 0 1
Cl 0.57 -1.56 -0.43
H 0.39 2.37 -0.47
O -0.87 -2.43 -2.81
H -1.67 0.84 -0.23
Si -0.34 1.25 0.37
H -0.25 1.88 1.65
C 0.61 -0.28 0.90
C -0.41 -1.41 -2.71
Cl 2.26 0.20 1.41
Cl -0.28 -0.86 2.33
*
```

---

The following is a quantum chemistry calculation of an isolated ion of composition C6H12NO and charge -1, from OMol25.

M (g/mol): 114.17
ΔE to the lowest compared entry with this formula, charge and spin (kcal/mol): 13.1
SMILES: C=CC[C@H](C[O-])NC
HOMO-LUMO gap (eV): 6.32
Highest occupied orbital energy (eV): -2.57

The geometry in ORCA input format:
```
! RIJCOSX wB97M-V def2-TZVPD def2/J DEFGRID3
* xyz -1 1
C 0.58 -2.34 -0.67
C 0.18 0.90 -0.66
H -0.88 3.20 -1.73
C -1.27 2.28 -2.16
H -1.11 0.06 2.28
H 0.14 1.34 1.88
H 1.07 -1.58 1.21
H -2.02 2.39 -2.94
C -0.06 0.24 1.92
H 0.34 1.80 -0.07
H -1.24 0.18 -2.17
C -0.86 1.10 -1.72
H 0.81 -2.07 -1.72
H -0.47 -2.70 -0.67
H 1.19 -3.22 -0.46
O 0.82 -0.43 2.68
H -1.14 -0.61 0.24
N 0.88 -1.29 0.24
H 1.13 0.65 -1.12
C -0.11 -0.24 0.35
*
```

---

The following is a quantum chemistry calculation of a 2-piece molecular cluster, C4H12 overall in a non-equilibrium geometry, from OMol25.

M (g/mol): 60.14
ΔE to the lowest compared entry with this formula, charge and spin (kcal/mol): 32.3
HOMO-LUMO gap (spin up / spin down) (eV): 2.86 / 11.68
Highest occupied orbital energy (spin up / spin down) (eV): 1.49 / -7.22

The geometry in ORCA input format:
```
! RIJCOSX wB97M-V def2-TZVPD def2/J DEFGRID3
* xyz -1 2
H 1.22 -3.35 1.28
H 0.74 3.36 -0.68
H 0.63 2.04 -2.16
H -0.70 -0.89 0.48
C 0.43 2.33 -1.01
C 0.98 -2.36 0.79
H -1.25 -2.61 0.35
H -1.63 2.39 -1.59
H 1.17 1.59 -0.68
H 1.69 -1.86 1.43
C -1.06 2.06 -0.65
H 1.36 -2.38 -0.25
H -0.83 -1.81 2.05
H -1.20 2.52 0.29
C -0.45 -1.94 0.91
H -1.11 0.90 -0.55
*
```

---

The following is a quantum chemistry calculation of C4H8N2 as an isolated structure in a non-equilibrium geometry, from OMol25.

M (g/mol): 84.12
ΔE to the lowest compared entry with this formula, charge and spin (kcal/mol): 81.7
HOMO-LUMO gap (eV): 9.01
Highest occupied orbital energy (eV): -8.05

The geometry in ORCA input format:
```
! RIJCOSX wB97M-V def2-TZVPD def2/J DEFGRID3
* xyz 0 1
N -2.25 0.23 -0.90
H 2.02 -1.49 -0.65
H -3.02 -0.01 -0.30
H 2.30 0.27 1.35
H 0.32 0.74 -1.97
C -1.06 0.55 -0.24
C 0.14 0.71 -0.90
C 0.69 -0.25 0.04
H 1.19 -0.94 2.00
H 0.69 0.75 1.94
H -2.10 -0.39 -1.68
H -1.21 1.05 0.71
N 1.05 -1.20 -0.81
C 1.25 -0.02 1.41
*
```